1.
Molecular formula: C44H47AsIN2O3PS3Sr
Method: DFT, wB97M-V/def2-TZVPD

Last column: Mulliken charge in e.
Cartesian coordinates (Å):
Sr  0.155  -1.183  -0.815  0.674
O  0.954  2.116  1.160  0.598
C  0.050  3.022  1.720  -1.046
C  -1.104  3.311  0.794  0.587
C  -1.680  4.566  0.688  -0.802
C  -2.696  4.759  -0.239  -0.532
C  -3.107  3.678  -1.011  -0.627
C  -2.496  2.454  -0.804  -0.330
N  -1.515  2.271  0.070  0.442
H  0.426  1.442  0.692  -0.351
H  0.607  3.937  1.946  0.452
H  -0.357  2.632  2.672  0.326
H  -1.330  5.387  1.297  0.476
H  -3.136  5.737  -0.373  0.379
H  -3.870  3.797  -1.767  0.422
H  -2.773  1.578  -1.374  0.138
S  0.901  -1.574  -5.473  -0.449
C  0.757  -1.116  -3.856  0.236
S  -0.625  -0.287  -3.335  -0.561
S  2.040  -1.464  -2.786  -0.451
C  6.580  -3.230  3.505  -0.417
C  6.368  -1.939  3.961  -0.720
C  5.325  -1.182  3.456  0.030
C  4.474  -1.705  2.485  0.016
C  4.713  -2.997  2.015  -0.421
C  5.751  -3.753  2.522  -0.628
P  3.023  -0.841  1.754  0.497
C  3.076  0.708  2.724  0.629
C  4.114  1.595  2.452  -0.566
C  4.154  2.836  3.053  -0.919
C  3.154  3.212  3.934  -0.608
C  2.120  2.331  4.215  -0.389
C  2.078  1.085  3.613  -0.560
C  1.665  -1.770  2.556  -0.811
C  1.866  -2.390  3.789  -0.140
C  0.856  -3.149  4.345  -0.943
C  -0.345  -3.268  3.665  -0.688
C  -0.533  -2.610  2.459  -0.288
C  0.457  -1.832  1.833  0.441
H  7.386  -3.824  3.917  0.347
H  7.014  -1.525  4.727  0.384
H  5.167  -0.178  3.829  0.290
H  4.060  -3.395  1.250  0.443
H  5.921  -4.758  2.159  0.385
H  4.884  1.297  1.750  0.612
H  4.961  3.523  2.832  0.394
H  3.172  4.198  4.381  0.371
H  1.338  2.625  4.905  0.404
H  1.258  0.404  3.801  0.369
H  2.811  -2.294  4.310  0.409
H  1.002  -3.648  5.295  0.362
H  -1.134  -3.891  4.072  0.417
H  -1.488  -2.729  1.961  0.324
N  -2.824  0.108  2.021  -0.295
C  -3.490  -0.984  2.528  0.068
C  -3.317  -1.384  3.856  -0.238
C  -4.016  -2.462  4.361  -0.495
C  -4.902  -3.159  3.558  -0.537
C  -5.095  -2.762  2.244  -0.495
C  -4.414  -1.675  1.737  -0.146
H  -1.948  0.306  2.484  0.104
H  -2.695  0.058  1.015  -0.088
H  -2.601  -0.862  4.477  0.319
H  -3.851  -2.782  5.382  0.373
H  -5.422  -4.022  3.947  0.370
H  -5.776  -3.318  1.613  0.392
H  -4.542  -1.372  0.709  0.449
C  0.520  4.312  -2.306  -1.133
C  1.756  3.685  -1.682  -0.659
As  2.028  1.754  -2.151  0.557
C  3.951  1.874  -1.637  -0.972
C  4.656  0.541  -1.442  -1.096
C  2.247  2.158  -4.094  -0.848
C  3.114  1.222  -4.919  -0.798
H  0.382  5.345  -1.972  0.392
H  -0.367  3.742  -2.033  0.095
H  0.591  4.319  -3.394  0.387
H  1.672  3.737  -0.594  0.001
H  2.647  4.257  -1.966  0.549
H  3.982  2.441  -0.702  0.492
H  4.466  2.468  -2.402  0.608
H  4.262  0.036  -0.560  0.099
H  5.735  0.672  -1.312  0.372
H  4.491  -0.123  -2.289  0.345
H  2.662  3.174  -4.165  0.506
H  1.239  2.180  -4.519  0.369
H  4.107  1.114  -4.482  0.175
H  3.224  1.610  -5.936  0.368
H  2.670  0.235  -4.997  -0.012
I  -7.126  -5.361  -3.648  -0.021
C  -5.444  -4.423  -2.743  0.019
C  -4.514  -5.210  -2.096  -0.561
C  -3.420  -4.596  -1.512  -0.373
C  -3.280  -3.215  -1.564  -0.037
C  -4.235  -2.449  -2.217  -0.061
C  -5.326  -3.051  -2.820  -0.617
C  -2.066  -2.547  -0.947  0.945
O  -1.031  -3.221  -0.875  -0.957
O  -2.205  -1.381  -0.540  -0.156
H  -4.636  -6.284  -2.057  0.381
H  -2.662  -5.180  -1.013  0.463
H  -4.105  -1.378  -2.260  0.410
H  -6.064  -2.461  -3.344  0.383

HOMO energy = -1.205 eV
Relative energy (zero: lowest compared OMol25 entry of this formula, charge and spin) = 38.0 kcal/mol
E = -167087.248 eV
Total charge = -2

---

2.
Molecular formula: C44H48AsN8O3Pb
Method: DFT, wB97M-V/def2-TZVPD

Last column: Mulliken charge in e.
Cartesian coordinates (Å):
Pb  -0.125  0.463  2.071  1.540
C  3.196  1.807  2.504  -1.690
N  2.025  1.754  3.368  0.183
C  2.211  1.223  4.714  -0.990
C  1.253  0.118  5.035  0.063
N  0.450  -0.452  4.170  0.244
C  -0.232  -1.438  4.849  0.196
C  -1.190  -2.340  4.404  -0.343
C  -1.713  -3.209  5.338  -0.907
C  -1.300  -3.190  6.672  -0.508
C  -0.336  -2.311  7.126  -1.122
C  0.194  -1.436  6.191  0.581
N  1.142  -0.435  6.266  -0.102
C  3.251  0.638  1.568  0.506
N  2.350  -0.301  1.499  -0.018
C  2.777  -1.185  0.533  -0.180
C  2.249  -2.407  0.131  -0.284
C  2.928  -3.101  -0.847  -0.555
C  4.104  -2.606  -1.410  -0.685
C  4.659  -1.408  -1.004  -1.164
C  3.986  -0.707  -0.015  0.707
N  4.260  0.456  0.672  -0.110
H  4.130  1.841  3.084  0.657
H  3.159  2.722  1.903  0.386
H  1.582  2.661  3.432  0.020
H  2.084  2.016  5.465  0.475
H  3.230  0.830  4.826  0.455
H  -1.517  -2.328  3.379  0.444
H  -2.464  -3.922  5.036  0.429
H  -1.749  -3.882  7.367  0.401
H  -0.016  -2.307  8.156  0.425
H  1.621  -0.144  7.104  0.246
H  1.370  -2.803  0.610  0.607
H  2.554  -4.055  -1.180  0.552
H  4.610  -3.195  -2.157  0.439
H  5.583  -1.050  -1.426  0.460
H  5.067  1.045  0.546  0.230
N  0.398  3.308  0.740  -0.630
C  0.135  4.205  1.848  -1.045
C  -0.657  3.695  3.067  0.443
O  -0.986  4.511  3.914  -0.730
N  -0.929  2.375  3.126  0.136
C  -1.879  1.978  4.120  -0.739
C  -2.852  0.849  3.577  0.420
O  -3.989  0.880  3.989  -0.750
O  -2.332  0.011  2.790  -0.567
H  1.020  2.550  0.993  0.013
H  -0.467  2.924  0.375  0.227
H  -0.446  5.048  1.455  0.517
H  1.085  4.626  2.198  0.439
H  -2.471  2.829  4.467  0.563
H  -1.397  1.506  4.985  0.036
C  -1.672  4.852  -5.504  -1.600
C  -1.068  3.682  -4.796  0.655
C  -0.036  3.845  -3.885  -0.857
C  0.456  2.780  -3.142  0.160
C  1.571  3.020  -2.171  -1.700
C  -0.098  1.516  -3.332  0.481
As  0.134  0.208  -1.826  1.592
N  -1.361  0.784  -1.185  0.292
C  -2.584  0.360  -0.876  0.241
C  -3.216  -0.668  -1.615  -0.122
C  -4.533  -0.985  -1.390  -1.053
C  -5.245  -0.355  -0.376  -0.615
C  -4.641  0.654  0.370  -0.534
C  -3.344  1.028  0.113  0.072
C  0.270  -1.693  -2.424  0.203
C  -0.379  -2.737  -1.766  0.285
C  -1.131  -2.572  -0.480  -1.340
C  -0.298  -4.020  -2.295  -0.885
C  0.459  -4.296  -3.420  0.646
C  0.519  -5.677  -3.989  -1.669
C  1.202  -3.260  -3.983  -0.942
C  1.137  -1.969  -3.493  0.733
C  1.986  -0.899  -4.108  -1.607
C  -1.054  1.301  -4.326  1.253
C  -1.555  -0.054  -4.728  -1.338
C  -1.517  2.395  -5.045  -1.013
H  -1.449  5.778  -4.982  0.394
H  -2.751  4.747  -5.580  0.396
H  -1.276  4.929  -6.515  0.314
H  0.375  4.828  -3.716  0.474
H  2.325  3.668  -2.616  0.573
H  2.036  2.069  -1.893  0.038
H  1.185  3.494  -1.266  0.328
H  -2.659  -1.137  -2.415  0.718
H  -5.010  -1.738  -2.000  0.474
H  -6.270  -0.635  -0.183  0.445
H  -5.186  1.136  1.167  0.418
H  -2.874  1.814  0.684  0.392
H  -0.920  -1.611  -0.006  -0.852
H  -0.851  -3.369  0.209  0.897
H  -2.206  -2.657  -0.639  0.547
H  -0.843  -4.813  -1.804  0.457
H  -0.065  -6.371  -3.387  0.416
H  1.551  -6.025  -4.039  0.350
H  0.119  -5.683  -5.003  0.345
H  1.839  -3.469  -4.831  0.468
H  2.628  -1.327  -4.872  0.580
H  2.617  -0.435  -3.346  0.222
H  1.375  -0.119  -4.564  0.136
H  -1.202  -0.834  -4.057  -0.356
H  -1.191  -0.287  -5.729  0.496
H  -2.643  -0.076  -4.763  0.565
H  -2.271  2.227  -5.800  0.507

HOMO energy (alpha / beta) = -9.554 / -9.553 eV
Relative energy (zero: lowest compared OMol25 entry of this formula, charge and spin) = 26.5 kcal/mol
E = -130551.308 eV
Total charge = +1

---

- What is the total charge in the first record?
  -2

---

- E of number 2 (C44H48AsN8O3Pb)?
  -130551.308 eV

---

- Which value of total charge does entry 2 give?
  +1